82
Properties=species:S:1:pos:R:3:mulliken_charge:R:1 method="wB97M-V/def2-TZVPD" charge=+1 lumo_energy_ev=-6.22 homo_energy_ev=-10.590 energy_ha=-2090.1991 orbital_gap_ev=4.37
H -2.39431 7.41437 -4.58807 0.286
C -4.82112 4.15569 -2.43950 -0.595
O 0.61286 -8.57904 2.45984 -0.410
H 2.69959 1.34813 2.76002 0.279
H 3.53359 -0.16966 3.50371 0.080
C 5.89229 0.84262 3.08469 0.359
O 1.69835 -3.23587 3.86498 -0.540
H 2.66370 -5.09346 -3.56257 0.343
C 0.91175 0.03631 4.99685 -0.298
C 2.95630 -4.32433 -2.84331 -0.597
H 4.62950 2.04971 1.53581 0.303
H 3.81442 -3.04965 -0.46917 0.198
C 0.23210 -7.26276 2.88360 -0.414
C 1.98252 -8.79716 2.82548 -0.447
H 1.41550 -0.07581 1.21606 0.188
H 3.85108 -5.37077 -1.14207 0.381
H 2.08011 -5.42986 -1.23033 0.245
H -3.97885 -0.70555 1.95466 0.170
H 3.95474 -3.96221 -3.11546 0.272
C -4.09571 6.01313 -6.84559 -0.467
H -0.74020 -7.30365 3.38302 0.282
C -3.77933 5.23725 -2.25369 0.442
C 1.52819 -2.08951 3.15361 0.073
H -1.15302 -1.45828 2.00922 0.366
H 1.94047 -0.11119 5.54641 0.368
P -3.63240 0.60536 2.51630 0.170
O -2.60443 4.59866 -1.73509 -0.439
C 2.54608 -7.45427 3.23574 -0.395
H -4.10608 5.98213 -1.52037 0.267
C 3.36194 0.40044 2.46897 -0.159
H -2.52452 3.05154 -0.35275 0.138
N -1.53005 1.33629 4.62385 -0.109
H 2.90853 -6.91533 2.35228 0.111
H 3.37076 -7.53772 3.94808 0.355
C 1.33098 -6.75961 3.79405 -0.028
H -4.69626 3.68119 -3.41998 0.252
H 5.62754 0.77274 5.12898 0.353
H -4.28868 7.89921 -7.85958 0.257
H 1.14955 -7.09806 4.82099 0.273
O 2.08036 -2.60312 -1.47354 -0.383
C 2.46899 -0.56892 1.48477 -0.437
H -4.86151 3.52608 -0.39168 0.213
C -1.94198 0.44619 3.45949 0.142
H -1.56310 7.08381 -6.79737 0.273
H -4.82739 2.16527 -1.52952 0.358
H -3.52331 5.08912 -6.98195 0.282
H -2.50637 2.57468 -2.06523 0.237
H 0.13945 -6.63753 1.98925 0.239
H -4.58995 1.03202 3.51223 0.161
H -5.14401 5.81256 -7.08334 0.258
H -3.53696 5.75088 -3.18852 -0.471
C 4.78625 0.90399 1.83204 -0.383
H -3.74817 8.41739 -5.15475 0.249
H 3.05338 -0.60200 0.44480 0.395
H 2.52278 -9.23997 1.98422 0.291
O 2.36368 -1.96967 1.93173 -0.255
H 1.41243 -5.66974 3.80254 -0.077
O 5.50113 1.45580 4.38140 -0.466
O -3.97745 6.40168 -5.46999 -0.376
H 1.99629 -9.50506 3.66138 0.264
C -2.94873 3.26414 -1.33791 -0.254
H 5.11692 0.23343 0.93108 0.377
H -2.18820 8.73438 -6.97440 0.329
C -0.93852 -0.74347 2.91938 -0.162
H -5.84462 4.53268 -2.36989 0.361
H 2.20674 -2.39718 -3.53540 0.272
C -2.46719 7.70212 -6.74831 -0.602
C -4.45929 3.17870 -1.35078 -0.414
H -2.16900 2.11722 4.94228 0.311
C -0.21586 1.18886 5.40243 -0.255
C 0.48843 -0.93200 3.70445 0.490
C -3.12248 7.55068 -5.39284 -0.346
O 7.07861 0.23474 2.97097 -0.518
C 2.83279 -3.50214 -0.64719 -0.081
O -3.49954 1.58251 1.27528 -0.433
C 2.95913 -4.80054 -1.41365 -0.526
H 0.95327 -3.50477 -2.93358 0.273
H -3.12455 6.80735 -8.63435 0.325
H 0.09617 1.90209 6.30123 0.368
C 1.98458 -3.16568 -2.78939 -0.480
H 2.32770 -3.62952 0.31424 0.069
C -3.51837 7.14191 -7.67130 -0.531